Entry 1:
# C4H10N

A gas-phase ion, C4H10N (charge +1) at a distorted geometry (the ωB97M-V functional and the def2-TZVPD basis, the OMol25 dataset).

structure (SMILES): CC/C=C/[NH3+]
LUMO level: -3.80 eV
Kohn-Sham gap: 11.08 eV
ΔE to the lowest compared entry with this formula, charge and spin: 113.49 kJ/mol

ORCA input file:
```
! wB97M-V def2-TZVPD RIJCOSX def2/J DEFGRID3
* xyz 1 1
C -0.482 -1.379 -1.520
C 0.740 -0.583 -1.148
C 0.677 0.031 0.218
C -0.283 0.840 0.610
N -0.250 1.397 1.985
H -1.381 -0.798 -1.722
H -0.857 -2.073 -0.765
H -0.355 -2.015 -2.398
H 1.036 0.143 -1.905
H 1.619 -1.221 -1.188
H 1.529 -0.132 0.858
H -1.105 1.195 0.005
H -0.172 2.410 1.953
H -1.149 1.249 2.464
H 0.433 0.937 2.553
*
```

***

Entry 2:
# C9H14O4S2

C9H14O4S2 in the gas phase at a distorted geometry (the ωB97M-V functional and the def2-TZVPD basis, the OMol25 dataset).

LUMO level: 0.22 eV
Kohn-Sham gap: 9.12 eV
ΔE to the lowest compared entry with this formula, charge and spin: 250.76 kJ/mol

ORCA input file:
```
! wB97M-V def2-TZVPD RIJCOSX def2/J DEFGRID3
* xyz 0 1
C -1.709 0.966 -1.960
C -1.105 2.005 -1.351
C 0.942 0.637 0.267
C -1.223 -0.740 0.346
C -0.375 0.388 0.944
C -2.136 -1.460 1.347
C -0.162 0.371 2.426
C 3.129 -1.264 -0.810
C 2.384 -0.069 -1.502
O 1.826 1.185 0.828
O -3.089 -1.267 -1.552
O -0.116 3.137 0.814
O 1.051 0.060 -0.971
S -2.601 -0.136 -0.860
S -1.160 2.120 0.454
H -1.735 0.860 -2.972
H -0.672 2.779 -1.966
H -0.670 -1.455 -0.380
H -2.643 -0.898 2.231
H -1.628 -2.323 1.930
H -2.909 -2.011 0.745
H 0.044 -0.600 2.798
H -1.132 0.728 2.826
H 0.667 1.050 2.632
H 3.807 -1.044 0.065
H 2.351 -2.018 -0.665
H 3.812 -1.613 -1.639
H 2.164 -0.302 -2.608
H 2.887 0.915 -1.418
*
```

***

Entry 3:
# C5H11N2O4S

A gas-phase ion, C5H11N2O4S (charge +1) at a distorted geometry (the ωB97M-V functional and the def2-TZVPD basis, the OMol25 dataset).

structure (SMILES): O=C=N[NH2+]CCCCS(=O)(=O)O
LUMO level: -5.96 eV
Kohn-Sham gap: 7.44 eV
ΔE to the lowest compared entry with this formula, charge and spin: 560.39 kJ/mol

ORCA input file:
```
! wB97M-V def2-TZVPD RIJCOSX def2/J DEFGRID3
* xyz 1 1
O -1.127 1.835 2.678
C -2.210 1.455 1.946
N -2.950 0.678 1.046
N -2.682 1.057 -0.260
C -1.443 0.435 -0.868
C -0.903 -0.917 -0.110
C 0.494 -1.370 -0.880
C 1.834 -1.288 0.061
S 2.796 0.320 -0.101
O 2.027 1.440 -0.846
O 4.090 0.007 -0.927
O 3.158 0.862 1.484
H -3.496 0.906 -0.913
H -2.516 2.106 -0.235
H -0.582 1.240 -0.917
H -1.719 0.117 -1.979
H -0.594 -0.711 1.021
H -1.704 -1.774 -0.071
H 0.613 -0.736 -1.870
H 0.328 -2.497 -1.215
H 2.572 -2.147 -0.312
H 1.569 -1.434 1.210
H 2.448 0.416 2.056
*
```

***

Entry 4:
# C5H13NO

2 unconnected molecules or ions with the total composition C5H13NO at a distorted geometry (the ωB97M-V functional and the def2-TZVPD basis, the OMol25 dataset).

structure (SMILES): C=C(CC)NC.O
LUMO level: 0.81 eV
Kohn-Sham gap: 8.99 eV
ΔE to the lowest compared entry with this formula, charge and spin: 175.49 kJ/mol

ORCA input file:
```
! wB97M-V def2-TZVPD RIJCOSX def2/J DEFGRID3
* xyz 0 1
C 0.908 1.538 0.805
C 0.409 0.411 0.320
C 0.828 -0.378 -0.901
C 2.281 -0.145 -1.249
N -0.601 -0.224 1.131
C -0.967 -1.617 0.994
H 0.551 2.060 1.685
H 1.467 2.262 0.216
H 0.666 -1.441 -0.765
H 0.171 -0.080 -1.726
H 2.596 0.895 -1.285
H 2.900 -0.647 -0.491
H 2.662 -0.644 -2.145
H -1.271 0.456 1.453
H -0.225 -2.278 1.437
H -1.332 -1.904 0.008
H -1.850 -1.752 1.629
O -3.267 0.889 -0.527
H -3.390 1.828 -0.681
H -2.535 0.773 0.093
*
```

***

Entry 5:
# C25H33NO5

C25H33NO5 in the gas phase (the ωB97M-V functional and the def2-TZVPD basis, the OMol25 dataset).

structure (SMILES): CCOC(=O)[C@@]1(Cc2ccccc2C)CCCN(Cc2cc(OC)c(O)c(OC)c2)C1
LUMO level: 0.71 eV
Kohn-Sham gap: 8.72 eV
ΔE to the lowest compared entry with this formula, charge and spin: 32.21 kJ/mol

ORCA input file:
```
! wB97M-V def2-TZVPD RIJCOSX def2/J DEFGRID3
* xyz 0 1
C 6.207 0.038 -0.401
C 5.681 0.959 0.691
O 4.276 0.799 0.879
C 3.469 1.444 0.032
O 3.862 2.185 -0.834
C 2.006 1.217 0.381
C 1.722 -0.211 0.863
C 2.029 -1.344 -0.081
C 2.817 -1.197 -1.214
C 3.092 -2.267 -2.049
C 2.575 -3.515 -1.759
C 1.792 -3.677 -0.631
C 1.512 -2.613 0.215
C 0.662 -2.845 1.428
C 1.725 2.230 1.514
C 0.239 2.299 1.853
C -0.588 2.521 0.590
N -0.278 1.493 -0.380
C -1.252 1.425 -1.452
C -2.492 0.742 -0.938
C -2.359 -0.494 -0.338
C -3.445 -1.175 0.208
O -3.130 -2.368 0.786
C -4.146 -3.209 1.286
C -4.710 -0.589 0.125
O -5.839 -1.181 0.633
C -4.842 0.661 -0.502
O -6.141 1.131 -0.526
C -6.387 2.367 -1.147
C -3.748 1.328 -1.021
C 1.100 1.576 -0.806
H 7.292 0.096 -0.435
H 5.908 -0.988 -0.201
H 5.809 0.340 -1.366
H 5.890 2.004 0.440
H 6.124 0.713 1.659
H 2.277 -0.381 1.791
H 0.657 -0.251 1.094
H 3.232 -0.234 -1.465
H 3.710 -2.120 -2.923
H 2.781 -4.356 -2.404
H 1.388 -4.653 -0.400
H 1.147 -2.460 2.324
H -0.305 -2.352 1.328
H 0.481 -3.909 1.564
H 2.303 1.960 2.400
H 2.059 3.216 1.180
H -0.082 1.373 2.329
H 0.064 3.117 2.555
H -1.652 2.458 0.830
H -0.382 3.531 0.185
H -0.826 0.824 -2.260
H -1.499 2.420 -1.862
H -1.388 -0.957 -0.280
H -4.687 -2.742 2.112
H -4.856 -3.489 0.506
H -3.629 -4.099 1.645
H -6.576 -0.585 0.439
H -6.101 2.347 -2.203
H -5.859 3.181 -0.641
H -7.461 2.528 -1.066
H -3.856 2.293 -1.489
H 1.255 0.862 -1.616
H 1.372 2.580 -1.176
*
```

***

Entry 6:
# F10KN5O20S10

A molecular structure, F10KN5O20S10 at a distorted geometry (the ωB97M-V functional and the def2-TZVPD basis, the OMol25 dataset).

LUMO level: 3.74 eV
Kohn-Sham gap: 6.69 eV
ΔE to the lowest compared entry with this formula, charge and spin: 581.18 kJ/mol

ORCA input file:
```
! wB97M-V def2-TZVPD RIJCOSX def2/J DEFGRID3
* xyz -4 1
K -0.576 1.912 -0.895
N -1.205 0.389 7.828
S -1.352 -0.517 6.612
O -1.473 0.063 5.263
O -1.969 -1.842 6.831
F 0.256 -0.893 6.608
S -2.842 0.675 7.817
O -3.680 -0.216 8.640
O -3.471 1.323 6.690
F -2.855 2.047 8.719
N 5.021 4.993 3.618
S 4.199 5.901 2.406
O 4.037 5.427 0.981
O 4.245 7.343 2.681
F 2.714 5.569 2.995
S 6.414 5.384 3.085
O 7.104 6.470 3.774
O 6.697 5.110 1.713
F 7.194 4.185 3.834
N -3.950 2.397 -9.537
S -3.890 0.712 -9.658
O -3.927 -0.111 -8.445
O -3.105 0.298 -10.846
F -5.413 0.668 -10.146
S -2.630 2.421 -8.663
O -1.407 1.722 -9.145
O -2.850 2.382 -7.181
F -2.170 3.940 -9.092
N -6.815 -5.305 -0.538
S -5.436 -4.882 0.397
O -4.137 -5.547 0.229
O -5.780 -4.324 1.712
F -5.072 -3.516 -0.432
S -6.726 -6.727 -0.037
O -6.702 -7.019 1.369
O -5.892 -7.500 -0.905
F -8.216 -7.175 -0.448
N 6.304 -2.769 -1.054
S 6.142 -1.322 -1.956
O 7.348 -0.532 -2.081
O 4.878 -0.613 -1.897
F 6.008 -2.109 -3.383
S 6.259 -2.055 0.216
O 5.029 -1.350 0.664
O 7.592 -1.566 0.608
F 6.100 -3.440 1.049
*
```

***

- What is the LUMO level in the second record?
  0.22 eV

***

- Number 5 is which compound?
  C25H33NO5

***

- Number 5 is which compound?
  C25H33NO5